No. 1
32
Properties=species:S:1:pos:R:3:forces:R:3:nbo_charge:R:1 method="wB97M-V/def2-TZVPD" e_above_lowest_kcal_mol=203.57 charge=0 homo_lumo_gap_ev=10.197 e_tot_ha=-837.99404
C 1.134 -0.591 0.371 2.0547 -3.0556 -1.5897 -0.205
C 0.778 0.261 1.520 -3.5349 -0.8877 0.0076 0.683
C 1.682 0.111 -0.883 1.0547 0.5113 -3.1779 -0.251
C 2.726 -1.147 -1.600 0.8642 -0.3439 0.9522 -0.618
C 2.844 1.006 -0.449 3.4674 2.3553 -0.7887 -0.662
C -1.565 0.741 0.388 1.0669 -2.0135 1.3686 -0.237
C -1.648 1.990 -0.394 -2.8679 -0.5695 -2.5958 0.746
C -2.771 -0.056 1.002 2.4201 0.8460 4.6653 -0.529
C -3.396 -0.665 -0.147 -2.8643 -1.4324 0.8720 0.773
H -0.001 -2.353 1.004 0.4004 0.3783 1.6353 0.376
H 0.392 -2.412 -0.458 -0.3492 1.5963 0.3039 0.374
H 2.156 -1.154 0.377 -1.9543 1.2023 2.5284 0.237
H 0.990 0.775 -1.636 1.3715 -2.2713 1.6093 0.253
H 4.022 -0.651 -2.029 -4.5782 -1.7102 1.2948 0.250
H 2.172 -1.789 -2.401 1.3265 1.1994 1.3181 0.221
H 2.935 -1.961 -0.484 -0.1149 2.2480 -3.9722 0.191
H 3.539 0.341 0.148 -0.5240 1.1082 -0.4471 0.215
H 2.836 2.039 0.026 -1.3645 -1.4514 0.3932 0.234
H 3.541 1.481 -1.353 -1.8971 -2.0419 1.5666 0.227
H -0.858 1.309 2.364 0.9505 -1.4984 -2.1250 0.414
H -1.301 -0.077 -0.383 0.3857 1.5287 1.1167 0.351
H -3.432 0.340 2.092 1.8734 -0.8724 -4.0547 0.258
H -1.974 -0.871 1.451 -2.7455 1.2778 -0.9170 0.294
H -4.891 -1.501 -0.762 -0.8804 2.0218 2.4396 0.492
H -0.064 2.539 0.527 -1.9768 0.7752 -2.8134 0.502
N 0.084 -1.697 0.258 0.8519 0.0167 -2.7638 -0.854
N -0.542 0.797 1.454 0.3164 2.1639 1.4441 -0.693
O 1.318 0.205 2.575 1.5965 0.7203 1.5144 -0.555
O -2.479 2.150 -1.274 -0.0889 -0.4032 1.0088 -0.593
O -2.732 -1.151 -1.028 -1.8940 0.0887 -0.2248 -0.568
O -4.825 -0.821 0.054 3.3736 -2.4525 -4.2030 -0.681
O -0.670 2.812 -0.328 4.2603 0.9659 3.6343 -0.642

No. 2
33
Properties=species:S:1:pos:R:3:forces:R:3:nbo_charge:R:1 method="wB97M-V/def2-TZVPD" e_above_lowest_kcal_mol=163.41 charge=0 homo_lumo_gap_ev=8.920 e_tot_ha=-1236.24026
C 4.357 -0.479 -1.119 1.0598 0.2155 1.5515 -0.276
C 2.483 -1.052 0.243 0.8405 -0.3740 -1.3567 0.370
C 1.291 -0.783 0.941 -3.7473 -1.5866 0.8816 0.378
C 1.496 1.625 1.353 -0.4218 -0.4648 -0.8018 -0.120
C 1.078 1.916 -0.097 -0.0348 -0.9494 -1.7729 -0.120
C -1.165 2.130 0.169 -2.1814 -0.4696 -0.4421 -0.101
C -1.639 0.981 -0.781 0.1258 0.4850 1.6457 -0.096
C -3.475 -0.570 -0.659 -0.4011 0.4506 1.5197 -0.065
C -3.222 -1.496 0.556 -0.9806 -0.2447 -2.1486 -0.099
H 3.827 -0.719 -2.053 0.1342 -0.0386 0.7179 0.214
H 5.003 -1.262 -0.701 -0.8997 -0.6817 -0.4689 0.206
H 5.218 0.235 -1.297 -1.9334 0.5110 0.4603 0.211
H 1.055 2.362 2.075 0.3191 -1.0112 -0.6485 0.227
H 2.566 1.539 1.446 0.3027 0.0934 0.2848 0.214
H 1.791 2.323 -0.927 -0.6385 -1.0018 2.0689 0.218
H 0.723 0.750 -0.349 0.8995 3.6331 -0.6508 0.181
H -1.222 1.559 1.087 0.7820 0.5513 0.9834 0.178
H -1.955 2.873 0.198 -0.2666 -0.0547 -0.0030 0.198
H -0.868 0.154 -0.817 -1.4663 0.1673 0.5334 0.171
H -1.678 1.342 -1.762 -0.5064 0.5282 -1.8005 0.169
H -4.560 -0.492 -0.873 0.6492 0.0107 -0.0477 0.179
H -2.916 -0.831 -1.516 0.2555 -0.9477 -1.0721 0.172
H -4.018 -1.171 1.260 1.0363 -0.5104 0.2181 0.176
H -2.169 -1.315 0.796 -0.3799 -0.3068 0.8082 0.196
H -3.922 -3.491 0.875 2.4579 3.0368 -3.7790 0.467
N 2.595 -2.205 -0.336 -2.7530 -1.7037 1.1667 -0.594
N 0.353 -1.787 0.900 3.3919 1.3942 -0.3413 -0.596
O 3.391 -0.113 0.021 2.3860 1.1325 -1.8568 -0.508
O 0.881 0.295 1.601 0.7069 1.3140 1.5619 -0.492
O -0.010 2.853 -0.138 0.7252 -1.9860 -0.0939 -0.518
O -2.978 0.702 -0.250 1.5047 0.3471 -0.8051 -0.551
O -3.418 -2.858 0.050 -2.2791 -2.1435 4.4455 -0.738
S 1.108 -3.014 0.105 1.3126 0.6043 -0.7580 0.747

No. 3
28
Properties=species:S:1:pos:R:3:forces:R:3:nbo_charge:R:1 method="wB97M-V/def2-TZVPD" e_above_lowest_kcal_mol=28.69 charge=0 homo_lumo_gap_ev=9.450 smiles=CC1(C)N[C@](C)(C#N)C(C)(C)S1 e_tot_ha=-860.16677
C -2.102 -1.008 -0.341 -1.3621 0.2554 0.3053 0.302
C -0.979 -0.462 0.320 2.5684 -0.1830 0.8878 -0.055
C -0.710 1.018 -0.092 1.1181 0.0841 0.2525 -0.088
C 1.475 -0.545 -0.242 0.3182 0.9513 -0.9541 0.077
C -1.133 -0.653 1.823 2.3481 2.2322 2.0945 -0.617
C -0.956 1.121 -1.606 -1.4436 2.2036 2.4174 -0.615
C -1.438 2.076 0.739 -3.6902 -2.7740 -1.2362 -0.630
C 2.049 -0.517 -1.741 0.1791 0.6415 0.1512 -0.633
C 2.463 -1.039 0.838 0.5700 0.1176 -0.7893 -0.647
N -3.144 -1.301 -0.690 -1.2096 -0.7453 -0.7453 -0.307
N 0.162 -1.221 -0.232 0.9089 -1.3985 0.5817 -0.665
S 1.059 1.235 0.286 0.3399 -1.0153 -0.4451 0.176
H -0.096 -0.195 2.340 -2.9535 -0.4775 -1.3326 0.226
H -0.990 -1.659 2.183 -0.7608 -0.6424 -0.3726 0.227
H -2.069 -0.149 2.212 1.2431 -0.7518 -0.2104 0.234
H -0.941 2.167 -1.919 -0.0672 -0.1907 -0.0815 0.218
H -1.914 0.682 -1.678 -1.4115 0.1135 -0.9412 0.220
H -0.327 0.555 -2.171 1.8532 -1.3804 -1.3166 0.218
H -1.604 2.925 0.174 0.0356 1.9230 -1.2684 0.223
H -1.147 2.356 1.683 1.5877 0.2056 2.0624 0.231
H -2.521 1.726 0.935 1.3331 0.2546 -0.4634 0.212
H 1.187 -0.402 -2.460 1.1151 0.2402 0.8678 0.218
H 2.525 -1.455 -2.085 -0.1218 0.1533 0.6769 0.212
H 2.839 0.317 -1.864 -1.4309 -1.2452 0.1644 0.220
H 2.011 -0.804 1.774 -0.3910 -0.2168 0.8747 0.219
H 3.412 -0.448 0.861 -0.6193 -0.5847 -0.4583 0.227
H 2.683 -2.123 0.775 -0.0604 0.5671 -0.1253 0.213
H 0.206 -2.197 0.176 0.0034 1.6626 -0.5964 0.384

No. 4
28
Properties=species:S:1:pos:R:3:forces:R:3:nbo_charge:R:1 method="wB97M-V/def2-TZVPD" e_above_lowest_kcal_mol=33.08 charge=+1 homo_lumo_gap_ev=9.135 e_tot_ha=-516.57308
C 2.431 -0.034 0.437 0.5991 -1.2745 -0.1005 -0.662
C 0.712 0.229 2.150 -0.7593 0.3866 -1.2136 -0.225
C 1.104 -0.492 1.001 1.2119 0.3544 1.6331 -0.040
C -0.509 -0.041 2.724 -0.9908 -0.3853 0.2711 -0.202
C 0.409 -1.630 0.644 -0.0558 1.0316 -0.9468 -0.223
C -1.260 -1.141 2.309 0.4823 -0.3922 -0.6381 -0.220
C -0.826 -1.898 1.236 1.2515 -0.3465 0.3825 -0.210
H 1.293 1.099 2.428 -0.0104 -0.0129 0.2545 0.214
H -1.020 0.566 3.453 0.6494 0.2950 0.5224 0.228
H 3.258 -0.550 0.931 -0.1099 0.1471 0.6004 0.255
H 2.589 1.025 0.617 0.1144 0.1595 -0.2966 0.209
H 0.840 -2.182 -0.187 -0.4197 -0.3939 0.0752 0.213
H -2.109 -1.503 2.857 -0.5065 0.3766 0.1058 0.230
H -1.305 -2.803 0.953 -0.6618 -0.5272 -0.1510 0.223
H 2.682 -0.348 -0.577 -0.6318 0.4531 -0.3623 0.217
C -2.240 0.051 -1.703 -0.1342 -1.8219 0.8357 -0.465
C -0.030 1.114 -1.863 0.8571 -1.7634 -0.0070 0.689
N -0.942 0.254 -2.305 -0.0637 1.2889 0.0080 -0.519
N -0.087 1.668 -0.670 -0.8515 0.9382 -0.4684 -0.739
N 1.150 1.118 -2.572 -0.9584 -0.1190 0.8338 -0.846
H -0.768 -0.047 -3.251 -0.3700 -0.0214 -0.1576 0.425
H -0.962 1.801 -0.186 0.0226 -0.2090 0.0832 0.429
H 0.755 1.712 -0.132 0.3513 0.4126 0.0245 0.444
H 1.550 1.965 -2.926 0.4008 -0.0305 0.1508 0.438
H 1.466 0.188 -2.774 0.4790 0.2344 -0.7307 0.420
H -2.174 -0.027 -0.614 0.2313 0.8778 0.0485 0.239
H -2.511 -0.998 -1.847 -0.2361 0.1617 -0.7405 0.245
H -3.027 0.708 -2.054 0.1090 0.1804 -0.0165 0.233

No. 5
28
Properties=species:S:1:pos:R:3:forces:R:3:nbo_charge:R:1 method="wB97M-V/def2-TZVPD" e_above_lowest_kcal_mol=112.21 charge=+1 homo_lumo_gap_ev=8.751 smiles=[NH3+]C1(n2ccnc2)CCCCC1 e_tot_ha=-516.44697
C 3.132 -1.021 -0.350 0.8702 0.8004 0.5013 -0.067
C 1.951 -0.759 -0.942 0.7383 -0.4827 1.0559 -0.154
C 2.252 0.467 0.843 -0.2191 1.1595 1.3439 0.109
C -2.168 -1.275 0.546 3.2363 1.4876 -0.3147 -0.406
C -1.357 -1.267 -0.768 -3.8479 -2.5110 -1.6468 -0.392
C -1.246 -0.690 1.596 1.7068 0.8552 -1.0949 -0.382
C -0.894 0.041 -1.363 -3.5323 1.1886 2.8169 -0.485
C -0.844 0.733 1.208 3.0376 0.1804 -2.0369 -0.432
C -0.238 0.850 -0.222 2.5641 -2.7180 -0.6138 0.439
N 3.319 -0.199 0.710 2.0124 -0.9334 0.6949 -0.415
N 1.345 0.142 -0.081 -4.9192 2.2349 -2.0960 -0.402
N 0.071 2.315 -0.679 -0.7550 -0.6522 3.0607 -0.739
H 3.975 -1.627 -0.501 0.4198 -1.1246 -1.1602 0.234
H 1.673 -1.218 -1.834 -1.3700 -0.2914 -1.0982 0.239
H 2.246 1.197 1.619 -0.9957 0.5761 0.3802 0.212
H -2.995 -0.680 0.551 -2.4511 2.1179 -0.6884 0.200
H -2.587 -2.141 0.938 -0.0403 -2.3886 -0.0871 0.245
H -0.479 -1.730 -0.599 2.7970 -2.2928 0.9868 0.205
H -1.920 -2.020 -1.509 1.2585 2.1451 1.0112 0.245
H -1.749 -0.633 2.530 0.2013 -0.2710 1.1258 0.239
H -0.256 -1.158 1.536 -0.5018 -0.9101 0.9857 0.217
H -0.210 -0.078 -2.098 2.0734 -0.5949 -2.4853 0.226
H -1.822 0.440 -1.809 0.5691 0.9456 0.3043 0.247
H -1.681 1.300 1.186 -2.7641 2.2840 0.2141 0.209
H -0.018 1.263 1.716 -0.8165 -0.5714 1.1088 0.218
H -0.812 2.924 -0.430 2.4554 -0.9956 -0.8281 0.474
H 0.343 2.290 -1.641 -0.2928 0.2762 -1.0511 0.449
H 0.969 2.532 -0.158 -1.4343 0.4861 -0.3888 0.467

No. 6
29
Properties=species:S:1:pos:R:3:forces:R:3:nbo_charge:R:1 method="wB97M-V/def2-TZVPD" e_above_lowest_kcal_mol=84.06 charge=+1 homo_lumo_gap_ev=9.448 e_tot_ha=-591.72164
C 0.023 -0.116 2.439 4.0000 -3.0042 3.1086 -0.459
C 0.086 2.058 1.474 -0.4778 0.3458 -2.4218 0.695
N 0.221 0.745 1.359 0.0699 1.8901 -1.5517 -0.547
N -0.063 2.855 2.562 -2.3672 -0.9921 4.1327 -0.858
N 0.012 2.872 0.398 1.0222 -0.3730 2.0064 -0.720
H 0.483 0.302 0.397 -0.9415 1.1776 1.9526 0.487
H -0.505 2.521 3.465 0.0547 -0.3598 -1.9020 0.416
H 0.758 3.181 2.970 2.2981 1.1348 -0.0548 0.416
H -0.218 2.505 -0.443 -0.2995 -1.5925 -3.2208 0.398
H -0.382 3.773 0.537 0.0087 0.6234 0.5344 0.426
H -0.373 0.162 3.434 -0.2675 0.6864 -1.1475 0.245
H 1.072 -0.577 2.741 -1.4210 1.2407 -0.2639 0.214
H -0.347 -1.059 2.150 -1.5434 -0.7164 -0.7118 0.246
C 2.272 -1.433 -2.214 -1.1342 -1.6276 -2.2168 -0.680
C 0.350 0.037 -1.733 -2.1897 -1.8640 1.3972 -0.261
C 0.950 -1.205 -1.540 0.1460 -0.8653 -2.3851 -0.055
C -0.964 0.123 -1.239 -1.7548 2.4489 -2.1140 -0.290
C 0.190 -2.293 -1.167 -1.2324 -0.4499 1.9777 -0.176
C -1.748 -0.954 -0.764 0.7932 0.6136 0.7201 0.257
C -1.171 -2.185 -0.702 3.6410 -1.8685 -0.8581 -0.254
O -3.016 -0.764 -0.284 0.5644 0.8133 0.2213 -0.679
H 0.791 0.694 -2.439 0.3238 1.1046 0.0295 0.245
H -1.562 1.086 -1.528 0.9734 -1.7518 0.8784 0.226
H 2.247 -1.045 -3.276 0.7211 1.6440 1.6113 0.248
H 2.298 -2.431 -2.766 0.3843 0.0793 2.2752 0.244
H 0.602 -3.317 -1.053 0.1070 0.9569 -0.4801 0.228
H -1.414 -3.214 -0.385 -1.4597 1.1630 0.1193 0.256
H -3.562 -1.109 -0.970 -1.3300 -0.4148 -0.5796 0.491
H 2.973 -1.210 -1.422 1.3110 -0.0428 -1.0568 0.243

Across the entries above, max |F| takes the values 5.9 5.4 4.8 2.1 5.8 5.9 eV Å⁻¹, respectively.
Across the entries above, M takes the values 232.2 264.3 184.3 166.2 166.2 182.2 Da, respectively.
Across the entries above, E_HOMO takes the values -0.361 -0.318 -0.324 -0.450 -0.460 -0.458 Ha, respectively.